Run 1
{"formula": "C10H20", "method": "wB97M-V/def2-TZVPD", "symbols": ["C", "C", "C", "C", "C", "H", "H", "H", "H", "H", "H", "H", "H", "H", "H", "C", "C", "C", "C", "C", "H", "H", "H", "H", "H", "H", "H", "H", "H", "H"], "coordinates": [[2.599, 1.139, 0.703], [2.762, 1.063, -0.848], [3.372, -0.351, -1.094], [2.881, -1.305, -0.020], [2.575, -0.384, 1.199], [3.454, 1.690, 1.087], [1.641, 1.698, 0.959], [3.423, 1.806, -1.311], [1.716, 1.080, -1.268], [4.470, -0.193, -0.750], [3.578, -0.641, -2.192], [3.551, -2.114, 0.326], [1.974, -1.884, -0.323], [3.299, -0.573, 2.014], [1.595, -0.662, 1.556], [-2.635, -1.235, 0.338], [-2.657, 0.023, 1.257], [-2.747, 1.251, 0.191], [-3.566, 0.553, -0.893], [-2.782, -0.827, -1.069], [-1.757, -1.886, 0.637], [-3.583, -1.617, 0.781], [-1.721, 0.278, 1.772], [-3.547, 0.023, 1.968], [-1.628, 1.441, -0.146], [-2.962, 2.196, 0.690], [-3.610, 1.166, -1.766], [-4.519, 0.267, -0.533], [-1.817, -0.402, -1.626], [-3.361, -1.601, -1.641]], "lowdin_charge": [-0.1782, -0.2145, -0.2307, -0.2321, -0.1764, 0.0867, 0.1080, 0.0987, 0.1064, 0.1230, 0.1244, 0.1018, 0.1026, 0.1010, 0.0786, -0.2583, -0.1978, -0.1928, -0.2165, -0.2084, 0.1200, 0.1092, 0.0816, 0.1143, 0.1255, 0.0889, 0.0886, 0.0892, 0.1434, 0.1137], "smiles": "C1CCCC1.C1CCCC1", "homo_ev": -10.50, "spin_multiplicity": 1, "gap_ev": 11.44, "charge": 0}

Run 2
{"formula": "C10H20", "method": "wB97M-V/def2-TZVPD", "symbols": ["C", "C", "C", "C", "C", "H", "H", "H", "H", "H", "H", "H", "H", "H", "H", "C", "C", "C", "C", "C", "H", "H", "H", "H", "H", "H", "H", "H", "H", "H"], "coordinates": [[-2.917, -1.316, 3.424], [-1.745, -1.311, 2.814], [-1.599, -2.038, 1.539], [-0.498, -0.678, 3.398], [0.665, -1.656, 3.788], [-3.827, -1.771, 3.016], [-2.978, -0.861, 4.419], [-2.449, -2.716, 1.354], [-0.667, -2.627, 1.513], [-1.565, -1.289, 0.730], [-0.790, -0.046, 4.258], [-0.059, -0.016, 2.627], [0.203, -2.500, 4.326], [1.392, -1.167, 4.458], [1.205, -2.050, 2.910], [1.020, 0.543, -1.563], [1.497, 1.335, -2.533], [2.949, 1.352, -2.950], [0.636, 2.277, -3.361], [-0.693, 1.670, -3.832], [1.721, -0.150, -1.084], [-0.017, 0.546, -1.207], [2.947, 0.955, -3.979], [3.581, 0.702, -2.322], [3.389, 2.363, -2.964], [1.282, 2.551, -4.218], [0.463, 3.192, -2.763], [-1.192, 1.147, -2.998], [-0.670, 0.997, -4.706], [-1.285, 2.563, -4.091]], "lowdin_charge": [0.0278, -0.4213, -0.0788, -0.2190, -0.1021, 0.0660, 0.0615, 0.0828, 0.0793, 0.0827, 0.1063, 0.1083, 0.0750, 0.0680, 0.0639, 0.0269, -0.3889, -0.0820, -0.2382, -0.1064, 0.0579, 0.0537, 0.0851, 0.0760, 0.0845, 0.1029, 0.1196, 0.0609, 0.0781, 0.0694], "smiles": "C=C(C)CC.C=C(C)CC", "homo_ev": -9.20, "spin_multiplicity": 1, "gap_ev": 10.14, "charge": 0}

It is run 1 that is the least stable of them.

Run 1
{"formula": "C10H20", "method": "wB97M-V/def2-TZVPD", "symbols": ["C", "C", "C", "C", "C", "H", "H", "H", "H", "H", "H", "H", "H", "H", "H", "C", "C", "C", "C", "C", "H", "H", "H", "H", "H", "H", "H", "H", "H", "H"], "coordinates": [[-5.696, -1.156, -3.472], [-4.904, 0.076, -3.019], [-4.887, 0.601, -1.817], [-4.189, 1.934, -1.484], [-5.820, 0.053, -0.716], [-6.412, -0.815, -4.238], [-6.254, -1.677, -2.676], [-4.997, -1.871, -3.938], [-4.358, 0.576, -3.831], [-4.943, 2.642, -1.103], [-3.719, 2.369, -2.382], [-3.413, 1.796, -0.712], [-5.583, -0.965, -0.362], [-6.869, 0.073, -1.053], [-5.708, 0.754, 0.129], [4.326, -1.816, 0.900], [4.378, -0.441, 1.426], [5.322, 0.101, 2.239], [5.082, 1.486, 2.746], [6.549, -0.583, 2.713], [3.363, -1.870, 0.366], [4.303, -2.531, 1.740], [5.130, -2.114, 0.206], [3.564, 0.233, 1.129], [6.017, 2.058, 2.623], [4.886, 1.360, 3.824], [4.254, 2.064, 2.303], [6.446, -1.644, 2.431], [6.687, -0.521, 3.805], [7.447, -0.173, 2.221]], "lowdin_charge": [-0.0948, -0.1600, -0.3559, -0.0736, -0.0737, 0.0730, 0.0634, 0.0700, 0.1028, 0.0760, 0.0714, 0.0765, 0.0781, 0.0811, 0.0657, -0.1273, -0.1545, -0.3890, -0.0885, -0.0656, 0.0716, 0.0801, 0.0814, 0.0999, 0.0794, 0.0839, 0.0795, 0.0722, 0.0865, 0.0905], "smiles": "CC=C(C)C.CC=C(C)C", "homo_ev": -8.61, "spin_multiplicity": 1, "gap_ev": 9.71, "charge": 0}

Run 2
{"formula": "C10H20", "method": "wB97M-V/def2-TZVPD", "symbols": ["C", "C", "C", "C", "C", "H", "H", "H", "H", "H", "H", "H", "H", "H", "H", "C", "C", "C", "C", "C", "H", "H", "H", "H", "H", "H", "H", "H", "H", "H"], "coordinates": [[-0.073, 2.898, -3.895], [0.920, 4.013, -3.827], [2.226, 3.906, -3.567], [3.038, 2.649, -3.199], [3.725, 1.978, -4.398], [-0.940, 3.117, -3.249], [0.343, 1.919, -3.605], [-0.420, 2.838, -4.940], [0.567, 5.019, -4.091], [2.810, 4.835, -3.584], [2.352, 1.861, -2.833], [3.704, 2.931, -2.361], [4.510, 2.703, -4.672], [3.067, 1.827, -5.270], [4.205, 1.017, -4.149], [-3.431, -3.210, 2.282], [-2.787, -2.027, 2.889], [-2.150, -1.952, 4.065], [-1.789, -3.068, 5.073], [-0.293, -3.432, 4.870], [-3.577, -4.053, 2.978], [-2.760, -3.537, 1.470], [-4.407, -2.941, 1.845], [-2.869, -1.025, 2.447], [-1.687, -0.994, 4.337], [-2.418, -3.907, 4.716], [-2.108, -2.824, 6.104], [0.305, -2.536, 5.106], [-0.019, -3.783, 3.861], [-0.043, -4.223, 5.597]], "lowdin_charge": [-0.1085, -0.1895, -0.1392, -0.2639, -0.1201, 0.0746, 0.0670, 0.0775, 0.0974, 0.0959, 0.0876, 0.1064, 0.0688, 0.0762, 0.0696, -0.1116, -0.1968, -0.1517, -0.2452, -0.1155, 0.0701, 0.0809, 0.0762, 0.0980, 0.0955, 0.0820, 0.1077, 0.0689, 0.0766, 0.0651], "smiles": "C/C=C\\CC.C/C=C\\CC", "homo_ev": -9.12, "spin_multiplicity": 1, "gap_ev": 10.25, "charge": 0}

It is run 2 that is the least stable of them.

Run 1
{"formula": "C24H28N4O", "method": "wB97M-V/def2-TZVPD", "symbols": ["C", "C", "C", "C", "C", "C", "N", "O", "C", "C", "N", "C", "C", "N", "C", "C", "C", "C", "C", "C", "C", "C", "C", "C", "C", "C", "N", "C", "C", "H", "H", "H", "H", "H", "H", "H", "H", "H", "H", "H", "H", "H", "H", "H", "H", "H", "H", "H", "H", "H", "H", "H", "H", "H", "H", "H", "H"], "coordinates": [[-1.554, -2.543, 1.388], [-0.755, -2.814, 0.290], [-1.331, -3.045, -0.946], [-2.711, -3.008, -1.097], [-3.327, -3.172, -2.467], [-3.218, -1.841, -3.111], [-4.206, -1.008, -3.272], [-3.635, 0.132, -3.758], [-2.321, -0.107, -3.855], [-1.372, 0.998, -4.171], [-0.584, 1.367, -3.009], [-1.398, 1.753, -1.868], [-0.493, 2.297, -0.766], [0.424, 1.253, -0.365], [1.109, 1.484, 0.896], [2.336, 2.404, 0.841], [2.753, 2.758, 2.263], [2.875, 1.545, 3.147], [3.577, 1.646, 4.342], [3.695, 0.567, 5.197], [3.103, -0.639, 4.861], [2.401, -0.747, 3.677], [2.277, 0.333, 2.810], [1.528, 0.151, 1.519], [1.258, 0.905, -1.497], [0.373, 0.350, -2.610], [-2.015, -1.311, -3.479], [-3.506, -2.728, 0.005], [-2.930, -2.502, 1.244], [-1.107, -2.362, 2.355], [0.320, -2.844, 0.394], [-0.709, -3.246, -1.807], [-2.769, -3.904, -3.052], [-4.376, -3.457, -2.402], [-0.689, 0.686, -4.965], [-1.945, 1.868, -4.501], [-2.106, 2.522, -2.185], [-1.959, 0.898, -1.454], [-1.107, 2.588, 0.089], [0.031, 3.191, -1.148], [0.370, 1.944, 1.563], [2.104, 3.315, 0.286], [3.156, 1.893, 0.333], [3.703, 3.298, 2.254], [2.006, 3.429, 2.702], [4.038, 2.589, 4.601], [4.247, 0.665, 6.120], [3.188, -1.490, 5.521], [1.938, -1.688, 3.411], [0.640, -0.463, 1.680], [2.173, -0.392, 0.822], [1.977, 0.141, -1.203], [1.806, 1.780, -1.887], [0.986, 0.095, -3.477], [-0.129, -0.560, -2.249], [-4.580, -2.683, -0.109], [-3.558, -2.288, 2.096]], "lowdin_charge": [-0.0978, -0.0853, -0.0526, -0.2322, -0.0709, -0.3520, 0.1383, 0.0362, -0.3260, -0.1003, -0.1496, -0.1653, -0.1698, -0.1305, -0.3141, -0.1398, -0.1407, -0.1752, -0.0443, -0.0916, -0.0908, -0.0421, -0.1640, -0.0888, -0.1692, -0.1696, 0.2098, -0.0390, -0.0807, 0.0968, 0.1000, 0.1117, 0.1254, 0.1216, 0.1326, 0.1321, 0.1285, 0.1312, 0.1244, 0.1249, 0.1537, 0.1152, 0.1231, 0.1175, 0.1257, 0.1111, 0.0992, 0.0994, 0.1086, 0.1072, 0.1208, 0.1165, 0.1259, 0.1260, 0.1025, 0.1141, 0.1021], "smiles": "c1ccc(Cc2noc(CN3CCN([C@@H]4CCc5ccccc5C4)CC3)n2)cc1", "homo_ev": -8.42, "spin_multiplicity": 1, "gap_ev": 9.27, "charge": 0}

Run 2
{"formula": "C24H28N4O", "method": "wB97M-V/def2-TZVPD", "symbols": ["O", "C", "N", "C", "C", "C", "N", "N", "C", "C", "C", "N", "C", "C", "C", "C", "C", "C", "C", "C", "C", "C", "C", "C", "C", "C", "C", "C", "C", "H", "H", "H", "H", "H", "H", "H", "H", "H", "H", "H", "H", "H", "H", "H", "H", "H", "H", "H", "H", "H", "H", "H", "H", "H", "H", "H", "H"], "coordinates": [[-3.503, -3.252, -0.076], [-2.615, -2.430, -0.150], [-2.828, -1.079, -0.125], [-4.056, -0.465, 0.076], [-5.336, -0.979, 0.136], [-6.144, 0.139, 0.378], [-5.429, 1.243, 0.459], [-4.158, 0.876, 0.280], [-3.095, 1.854, 0.276], [-2.495, 1.922, -1.146], [-1.024, 2.324, -1.166], [-0.314, 1.475, -0.231], [1.102, 1.306, -0.486], [2.001, 2.525, -0.238], [3.430, 2.258, -0.730], [3.987, 0.984, -0.159], [4.200, -0.125, -0.968], [4.677, -1.310, -0.435], [4.944, -1.403, 0.919], [4.744, -0.302, 1.734], [4.272, 0.882, 1.198], [-0.648, 1.890, 1.116], [-2.103, 1.529, 1.419], [-1.172, -2.805, -0.232], [-0.194, -1.998, -0.807], [1.127, -2.410, -0.815], [1.486, -3.623, -0.250], [0.515, -4.440, 0.305], [-0.806, -4.036, 0.308], [-2.019, -0.472, -0.159], [-5.623, -2.002, 0.025], [-7.208, 0.177, 0.493], [-3.583, 2.808, 0.495], [-2.591, 0.947, -1.626], [-3.080, 2.627, -1.739], [-0.624, 2.175, -2.172], [-0.923, 3.393, -0.913], [1.446, 0.479, 0.143], [1.206, 0.996, -1.530], [1.601, 3.395, -0.763], [2.018, 2.750, 0.830], [4.065, 3.100, -0.441], [3.427, 2.197, -1.820], [3.994, -0.058, -2.027], [4.840, -2.161, -1.080], [5.313, -2.328, 1.338], [4.958, -0.366, 2.791], [4.123, 1.740, 1.839], [0.003, 1.370, 1.822], [-0.503, 2.976, 1.249], [-2.154, 0.465, 1.652], [-2.422, 2.058, 2.318], [-0.448, -1.057, -1.271], [1.883, -1.779, -1.258], [2.521, -3.930, -0.249], [0.789, -5.392, 0.735], [-1.579, -4.660, 0.732]], "lowdin_charge": [0.0918, -0.4100, 0.1631, -0.2353, -0.0017, -0.1549, 0.0698, -0.0967, -0.2294, -0.1045, -0.1902, -0.1834, -0.2063, -0.1708, -0.1541, -0.2546, -0.0620, -0.0968, -0.0921, -0.0787, -0.0434, -0.1870, -0.0989, -0.1279, -0.0302, -0.0742, -0.0768, -0.0707, -0.0157, 0.0947, 0.0896, 0.0953, 0.1468, 0.1095, 0.1198, 0.1259, 0.1231, 0.1184, 0.1250, 0.1127, 0.1068, 0.1188, 0.1138, 0.1129, 0.1041, 0.1010, 0.1028, 0.1145, 0.1294, 0.1234, 0.1088, 0.1192, 0.0990, 0.0848, 0.0992, 0.1044, 0.1181], "smiles": "O=C(Nc1ccnn1C1CCN(CCCc2ccccc2)CC1)c1ccccc1", "homo_ev": -8.23, "spin_multiplicity": 1, "gap_ev": 8.80, "charge": 0}

It is run 1 that is the least stable of them.

Run 1
{"formula": "C5H4N2", "method": "wB97M-V/def2-TZVPD", "symbols": ["C", "C", "C", "C", "N", "N", "C", "H", "H", "H", "H"], "coordinates": [[2.652, -0.403, -0.082], [1.475, -0.148, 0.005], [0.101, 0.179, 0.099], [-0.902, -0.756, 0.443], [-2.096, -0.699, -0.055], [-1.480, 1.403, -1.025], [-0.363, 1.451, -0.473], [3.690, -0.635, -0.141], [-0.595, -1.508, 1.188], [-2.767, -1.231, 0.524], [0.287, 2.347, -0.482]], "lowdin_charge": [0.1531, -0.0980, -0.2284, -0.2255, 0.1011, 0.1960, -0.2487, 0.0351, 0.1249, 0.0681, 0.1222], "homo_ev": [-8.62, -8.71], "spin_multiplicity": 1, "gap_ev": [8.52, 6.83], "charge": 0}

Run 2
{"formula": "C5H4N2", "method": "wB97M-V/def2-TZVPD", "symbols": ["N", "C", "C", "C", "C", "C", "N", "H", "H", "H", "H"], "coordinates": [[2.510, -1.579, 0.594], [1.621, -0.874, 0.461], [0.566, 0.021, 0.174], [-0.197, 1.065, 0.919], [-1.419, 0.775, 0.295], [-0.781, -0.347, -0.466], [0.247, 0.113, -1.299], [0.346, 1.619, 1.698], [-2.241, 1.396, -0.083], [-1.147, -1.443, -0.533], [0.496, -0.746, -1.761]], "lowdin_charge": [0.1535, -0.1735, -0.3638, 0.0331, 0.0142, -0.2752, 0.1147, 0.1121, 0.1005, 0.1830, 0.1013], "smiles": "N#C[C@]12C=C[C@H]1N2", "homo_ev": -9.09, "spin_multiplicity": 1, "gap_ev": 9.34, "charge": 0}

Run 3
{"formula": "C5H4N2", "method": "wB97M-V/def2-TZVPD", "symbols": ["C", "C", "C", "C", "N", "N", "C", "H", "H", "H", "H"], "coordinates": [[2.035, -1.014, 1.817], [1.217, -0.631, 1.090], [0.144, -0.272, 0.155], [0.113, -0.271, -1.252], [-0.971, 0.423, -1.554], [-1.380, 1.008, -0.577], [-0.745, 0.599, 0.485], [2.572, -2.056, 2.339], [0.794, -0.764, -1.954], [-2.482, 1.385, -0.626], [-1.013, 0.953, 1.391]], "lowdin_charge": [0.0285, -0.1260, -0.2469, -0.0616, -0.0188, -0.0609, -0.1395, 0.1400, 0.1197, 0.2607, 0.1049], "smiles": "C#Cc1cn[nH]c1", "homo_ev": -9.42, "spin_multiplicity": 1, "gap_ev": 10.16, "charge": 0}

Run 4
{"formula": "C5H4N2", "method": "wB97M-V/def2-TZVPD", "symbols": ["C", "C", "C", "C", "N", "N", "C", "H", "H", "H", "H"], "coordinates": [[-2.787, 0.566, -1.052], [-1.647, 0.382, -0.552], [-0.362, 0.128, 0.003], [0.842, 0.708, -0.355], [1.776, 0.099, 0.391], [1.284, -0.851, 1.208], [-0.014, -0.837, 0.983], [-2.254, -0.438, -1.455], [1.070, 1.489, -1.067], [2.769, 0.273, 0.396], [-0.677, -1.518, 1.500]], "lowdin_charge": [0.0237, -0.1496, -0.2480, -0.0311, -0.0199, 0.0439, -0.1023, 0.0752, 0.1337, 0.1560, 0.1184], "homo_ev": -9.96, "spin_multiplicity": 1, "gap_ev": 10.60, "charge": 0}

It is run 1 that is the least stable of them.